Entry 1:
A 2-piece molecular cluster, O2 overall. Source: OMol25; level of theory: ωB97M-V/def2-TZVPD.

The calculation puts the HOMO-LUMO gap (spin up / spin down) at 8.31 / 7.44 eV. As for the charge: +1. The calculation puts the HOMO energy (spin up / spin down) at -24.878 / -23.455 eV. As for the spin multiplicity: 2.

Positions of all 2 atoms, in Å:
1 O 0.000 0.000 0.892
2 O 0.000 0.000 -0.892

Quick look at the Mulliken charges, all values in e: number 1, O, carries 0.500; number 2, O, carries 0.500


Entry 2:
C6H15Cl2CrNO4P as an isolated structure. Source: OMol25; level of theory: ωB97M-V/def2-TZVPD.

The calculation puts the HOMO-LUMO gap (spin up / spin down) at 6.54 / 6.52 eV. As for the charge: -2. The calculation puts the HOMO energy (spin up / spin down) at -1.363 / -1.346 eV. As for the spin multiplicity: 4.

Positions of all 30 atoms, in Å:
1 Cr -1.177 0.291 1.567
2 P -2.054 2.438 1.666
3 O -0.489 2.150 1.709
4 O -2.463 1.339 2.740
5 O -2.336 1.526 0.384
6 O -2.552 3.806 1.773
7 Cl -2.664 -1.588 1.171
8 Cl 0.062 -0.475 3.519
9 C -1.229 -0.114 -1.959
10 C -0.285 -0.948 -1.142
11 N 0.345 -0.232 -0.006
12 C 0.920 1.066 -0.440
13 C 1.817 1.023 -1.692
14 C 1.442 -1.063 0.533
15 C 1.017 -2.444 0.991
16 H -0.770 0.749 -2.448
17 H -2.071 0.218 -1.355
18 H -1.608 -0.739 -2.782
19 H -0.904 -1.723 -0.691
20 H 0.487 -1.426 -1.765
21 H 0.087 1.743 -0.615
22 H 1.488 1.466 0.395
23 H 2.108 2.061 -1.874
24 H 2.712 0.416 -1.562
25 H 1.271 0.687 -2.576
26 H 1.865 -0.536 1.388
27 H 2.204 -1.212 -0.249
28 H 0.235 -2.418 1.746
29 H 1.868 -2.991 1.413
30 H 0.674 -3.072 0.161

Here are the Mulliken charges for atoms 1 to 6, given in e: number 1, Cr, carries -0.093; number 2, P, carries 1.155; number 3, O, carries -0.529; number 4, O, carries -0.385; number 5, O, carries -0.503; number 6, O, carries -0.921


Entry 3:
A 8-piece molecular cluster, C8H32O8 overall. Source: OMol25; level of theory: ωB97M-V/def2-TZVPD.

The calculation puts the HOMO-LUMO gap (spin up / spin down) at 9.01 / 2.14 eV. As for the charge: +1. The calculation puts the HOMO energy (spin up / spin down) at -11.979 / -11.977 eV. As for the spin multiplicity: 2.

Positions of all 48 atoms, in Å:
1 C 1.022 -3.948 0.276
2 O 1.717 -2.715 0.515
3 H 0.008 -3.779 -0.086
4 H 1.507 -4.506 -0.526
5 H 1.038 -4.561 1.178
6 H 0.971 -2.119 0.410
7 C 1.176 4.399 3.098
8 O 1.142 3.034 2.724
9 H 0.215 4.910 3.037
10 H 1.588 4.483 4.103
11 H 1.803 4.970 2.413
12 H 0.834 2.954 1.818
13 C 1.914 -2.034 -3.375
14 O 0.561 -1.664 -3.160
15 H 2.437 -1.514 -4.178
16 H 2.547 -1.682 -2.560
17 H 2.108 -3.106 -3.356
18 H 0.270 -1.811 -2.257
19 C 0.804 4.251 -0.330
20 O 0.809 2.945 0.096
21 H 1.798 4.581 -0.631
22 H 0.235 4.287 -1.259
23 H 0.396 4.986 0.363
24 H 1.206 2.423 -0.605
25 C -1.489 -1.908 4.268
26 O -1.304 -3.117 4.986
27 H -1.310 -2.134 3.217
28 H -2.542 -1.649 4.380
29 H -0.864 -1.103 4.654
30 H -1.769 -3.756 4.440
31 C 1.735 1.647 -2.969
32 O 2.387 1.526 -1.734
33 H 0.743 1.208 -3.073
34 H 1.565 2.706 -3.166
35 H 2.268 1.378 -3.880
36 H 3.223 1.080 -1.892
37 C -4.558 -1.385 -1.644
38 O -4.396 -2.158 -0.435
39 H -4.445 -2.076 -2.479
40 H -5.596 -1.056 -1.606
41 H -3.931 -0.503 -1.774
42 H -4.978 -2.921 -0.420
43 C -0.714 -0.099 0.527
44 O 0.246 -0.581 -0.415
45 H -0.822 -0.968 1.175
46 H -0.422 0.815 1.045
47 H -1.670 0.116 0.049
48 H 0.536 0.154 -0.960

Here are the Mulliken charges for atoms 1 to 6, given in e: number 1, C, carries -0.685; number 2, O, carries -0.501; number 3, H, carries 0.282; number 4, H, carries 0.261; number 5, H, carries 0.286; number 6, H, carries 0.250


In kcal per mole, the energy relative to the best compared isomer or geometry (same formula, charge and spin) values for the records above are, in order, 183.5; 0.0; 66.8.